[1]
Molecular formula: C33H46N3ORuS2Si2
Method: DFT, the ωB97M-V functional and the def2-TZVPD basis

Last column: Mulliken charge in e.
Geometry (Å):
Ru -1.0777 0.7815 0.6819  -0.141
C 1.4135 0.9499 3.6322  -1.230
Si 0.0719 -0.3575 3.4840  0.539
C 0.5369 -1.8649 2.4548  -0.938
C -0.0926 -1.0230 5.2448  -1.263
C -1.5209 0.3949 2.8322  2.426
C -2.5061 -0.6166 2.4058  -1.705
C -3.3944 -1.3838 3.1625  -0.765
C -4.2304 -2.2692 2.5112  -0.565
C -4.1835 -2.3844 1.1219  -0.996
C -3.2967 -1.5916 0.4253  -0.384
N -2.4941 -0.7363 1.0610  0.867
Si -2.2201 1.8602 3.7560  0.463
C -1.0752 3.3434 3.6505  -1.079
C -2.5442 1.5782 5.5912  -1.251
C -3.9218 2.2727 3.0551  -0.794
H 2.3950 0.4797 3.5269  0.405
H 1.3674 1.3995 4.6276  0.325
H 1.3554 1.7513 2.8988  0.310
H 1.6057 -2.0694 2.5598  0.474
H 0.3345 -1.7695 1.3861  0.107
H -0.0109 -2.7347 2.8279  0.233
H 0.8672 -1.4312 5.5755  0.370
H -0.8296 -1.8282 5.3138  0.273
H -0.3767 -0.2459 5.9531  0.333
H -3.4057 -1.2772 4.2392  0.425
H -4.9216 -2.8793 3.0794  0.462
H -4.8194 -3.0776 0.5909  0.466
H -3.2029 -1.6323 -0.6528  0.421
H -0.3118 3.2942 4.4301  0.350
H -1.6370 4.2696 3.8012  0.445
H -0.5667 3.4066 2.6883  0.176
H -1.6409 1.3125 6.1391  0.310
H -3.2844 0.7921 5.7629  0.288
H -2.9365 2.4976 6.0354  0.364
H -3.9009 2.4764 1.9861  -0.002
H -4.3462 3.1448 3.5588  0.465
H -4.6103 1.4374 3.2108  0.304
S -1.0750 -0.0221 -1.4800  -0.309
C 0.4896 0.3481 -2.1760  0.174
N 0.7448 0.0271 -3.5041  0.160
C 2.1325 0.0064 -3.8869  -0.485
C 2.8339 1.2494 -3.3345  -1.000
N 2.6733 1.3339 -1.9026  0.100
C 3.8708 1.3361 -1.0889  -1.602
C 4.6619 0.0495 -1.2061  0.713
C 5.9649 0.0350 -1.6843  -0.302
C 6.6610 -1.1616 -1.8157  -0.623
C 6.0523 -2.3573 -1.4710  -0.394
C 4.7468 -2.3531 -0.9915  -0.817
C 4.0575 -1.1594 -0.8600  -0.071
C 1.4334 0.9262 -1.3926  -0.263
S 1.0976 1.1780 0.3091  -0.401
C -0.2583 -0.3573 -4.4638  -1.541
C -0.1313 -1.8043 -4.8924  0.671
C 0.2377 -2.1429 -6.1866  -0.294
C 0.3834 -3.4743 -6.5592  -0.623
C 0.1622 -4.4800 -5.6326  -0.363
C -0.2047 -4.1500 -4.3325  -0.751
C -0.3494 -2.8225 -3.9659  0.016
H 2.1924 -0.0056 -4.9774  0.497
H 2.6459 -0.8881 -3.5107  0.136
H 2.4351 2.1406 -3.8333  0.362
H 3.9003 1.1817 -3.5591  0.449
H 3.5785 1.4921 -0.0511  0.439
H 4.5015 2.1863 -1.3653  0.436
H 6.4408 0.9709 -1.9572  0.362
H 7.6765 -1.1566 -2.1911  0.371
H 6.5898 -3.2911 -1.5753  0.379
H 4.2669 -3.2847 -0.7188  0.414
H 3.0376 -1.1566 -0.4904  0.588
H -0.2026 0.2869 -5.3514  0.414
H -1.2358 -0.1971 -4.0097  0.530
H 0.4143 -1.3560 -6.9120  0.351
H 0.6742 -3.7230 -7.5720  0.363
H 0.2759 -5.5178 -5.9186  0.373
H -0.3751 -4.9327 -3.6039  0.396
H -0.6214 -2.5601 -2.9491  0.300
C -2.4824 4.6242 0.2120  -0.894
O -1.7204 3.4443 0.4983  -0.038
C -2.1576 2.2271 0.2090  0.460
C -3.4337 2.1034 -0.5681  -1.315
H -2.6498 4.7349 -0.8589  0.355
H -1.8745 5.4468 0.5754  0.244
H -3.4310 4.6061 0.7485  0.345
H -4.1436 2.9058 -0.3754  0.538
H -3.9012 1.1455 -0.3529  0.310
H -3.1734 2.0980 -1.6326  0.350

Summary:
Relative energy (zero: lowest compared OMol25 entry of this formula, charge and spin): 126.39 kJ/mol
Total charge: 0
Spin multiplicity: 2

=====

[2]
Molecular formula: C9H10NO2PdS2Se3Te2
Method: DFT, the ωB97M-V functional and the def2-TZVPD basis

Last column: Mulliken charge in e.
Geometry (Å):
Pd -1.9296 -0.5474 0.3677  0.565
Se -2.0428 2.1533 0.5962  -0.140
Se -3.4535 1.0348 -0.6973  -0.306
Te -3.5948 -2.5186 0.5704  -0.325
Se -1.2039 -2.7147 1.1545  -0.459
C -1.2336 -1.8739 -2.8616  -0.894
Te 0.1988 -0.7552 -1.7761  0.342
C 0.1526 0.8619 -3.1565  -1.003
H -2.0514 -1.2003 -3.1158  0.248
H -1.6013 -2.6630 -2.2042  0.243
H -0.7808 -2.2912 -3.7571  0.327
H 0.5904 0.5616 -4.1049  0.314
H 0.7132 1.6933 -2.7356  0.304
H -0.8861 1.1591 -3.2907  0.255
O 1.4496 -1.4243 6.3488  -0.651
S 0.9857 -0.1816 5.7963  1.182
O 1.3510 1.0374 6.4675  -0.654
N 1.3600 -0.0934 4.2015  -0.605
C 0.2903 -0.0601 3.4577  0.316
S 0.3678 0.0613 1.7554  -0.219
C -1.0035 -0.1299 4.2152  0.542
C -2.3040 -0.1102 3.7448  -0.057
C -3.3367 -0.2139 4.6704  -0.870
C -3.0738 -0.3253 6.0345  -0.393
C -1.7634 -0.3280 6.5049  -0.683
C -0.7588 -0.2286 5.5665  0.065
H -2.5119 -0.0327 2.6784  0.378
H -4.3598 -0.2209 4.3166  0.406
H -3.8944 -0.4109 6.7356  0.369
H -1.5392 -0.4064 7.5601  0.399

Summary:
Relative energy (zero: lowest compared OMol25 entry of this formula, charge and spin): 4.95 kJ/mol
Total charge: -1
Spin multiplicity: 3

=====

[3]
Molecular formula: C2H9N3O
Method: DFT, the ωB97M-V functional and the def2-TZVPD basis

Last column: Mulliken charge in e.
Geometry (Å):
H -0.3260 0.6267 -1.5666  0.189
N -0.0238 0.9693 -0.6666  -0.637
C 0.1380 0.1333 0.3062  0.539
N 0.7548 0.5015 1.4540  -0.482
N -0.4886 -1.0763 0.3226  -0.221
C -1.5936 -1.4705 -0.5449  -0.922
H 0.3484 0.2225 2.3334  0.237
H 0.9864 1.4839 1.5182  0.266
H -0.2341 -1.6719 1.0633  0.234
H -1.2511 -1.4832 -1.5786  0.265
H -1.9463 -2.3894 -0.0971  0.331
H -2.4152 -0.7677 -0.4504  0.326
O 2.2085 1.9847 -0.7326  -0.811
H 1.1402 1.7523 -0.8217  0.423
H 2.7026 1.1848 -0.5394  0.265

Summary:
Relative energy (zero: lowest compared OMol25 entry of this formula, charge and spin): 100.23 kJ/mol
Structure (SMILES): [H]/N=C(/N)NC.O
Total charge: 0

=====

[4]
Molecular formula: C5H7NO3
Method: DFT, the ωB97M-V functional and the def2-TZVPD basis

Last column: Mulliken charge in e.
Geometry (Å):
C 1.8929 0.7443 -1.1830  -0.775
C 1.5523 0.5771 0.0870  -0.319
C 0.2223 0.0531 0.7364  0.785
O -0.0141 0.1574 2.0909  -0.516
C 0.1964 -1.2389 0.0237  -0.002
O 0.6141 -2.3551 -0.1384  -0.553
C -0.9641 -0.3053 -0.2129  0.384
N -2.2085 -0.6165 0.4043  -0.607
O -1.0947 0.3920 -1.4028  -0.515
H 2.7328 1.3633 -1.4520  0.282
H 1.4163 0.2018 -1.9810  0.252
H 2.1346 1.0911 0.8452  0.339
H -0.0822 1.0949 2.3190  0.373
H -2.0812 -1.2255 1.2040  0.259
H -2.7158 0.2187 0.6798  0.241
H -1.6012 -0.1524 -2.0202  0.368

Summary:
Relative energy (zero: lowest compared OMol25 entry of this formula, charge and spin): 477.15 kJ/mol
Structure (SMILES): C=C[C@]1(O)C(=O)[C@]1(N)O
Total charge: 0

=====

[5]
Molecular formula: C48H47Br6N7O14
Method: DFT, the ωB97M-V functional and the def2-TZVPD basis

Last column: Mulliken charge in e.
Geometry (Å):
O 3.1408 5.6526 -6.0922  -0.592
N 3.0698 4.4993 -6.4629  0.970
O 3.6291 4.0675 -7.4484  -0.588
C 2.2803 3.5609 -5.6494  -0.076
C 1.8961 3.9169 -4.3579  -0.322
C 1.0878 3.0768 -3.6234  -0.724
C 0.8400 1.7877 -4.1454  -0.354
C 1.1326 1.4801 -5.4618  -0.677
C 1.8883 2.3741 -6.2112  -0.312
H 2.1472 4.8986 -3.9766  0.504
H 0.6144 3.2638 -2.6700  0.399
H 0.1834 1.1154 -3.6038  0.649
H 0.6895 0.6495 -5.9879  0.637
H 2.0939 2.1860 -7.2570  0.480
O -2.8908 -0.0834 -4.6942  -0.625
N -3.4827 -1.1162 -4.8957  1.172
O -4.1689 -1.2639 -5.8886  -0.639
C -3.3175 -2.2645 -4.0010  -0.098
C -3.7000 -3.5158 -4.4484  0.011
C -3.6783 -4.6272 -3.6388  -0.898
C -3.0982 -4.4651 -2.3577  -0.323
C -2.5503 -3.2707 -2.0066  -0.630
C -2.7069 -2.1114 -2.7671  -0.393
H -4.1220 -3.5237 -5.4480  0.511
H -4.0463 -5.6166 -3.8639  0.408
H -3.0634 -5.3024 -1.6741  0.450
H -2.0839 -3.2460 -1.0282  0.437
H -2.4029 -1.1500 -2.3767  0.658
O -0.9649 -0.7011 1.8977  -0.567
N -0.7860 -0.4818 0.7144  1.196
O -1.6101 -0.7036 -0.1430  -0.443
C 0.5602 0.0017 0.3143  -0.380
C 0.8781 -0.1249 -1.0247  -0.423
C 2.1628 0.2304 -1.4066  -0.578
C 3.0639 0.6899 -0.4398  -1.159
C 2.7189 0.7425 0.9020  -0.373
C 1.4331 0.3886 1.3000  -0.712
H 0.2130 -0.5428 -1.7664  0.550
H 2.4359 0.0368 -2.4318  0.992
H 4.0920 0.7996 -0.7655  0.404
H 3.4790 0.9649 1.6348  0.680
H 1.2299 0.3313 2.3590  0.716
O -6.7962 -1.6529 5.2057  -0.610
N -7.3382 -0.9148 4.4130  1.055
O -8.4723 -0.4936 4.5350  -0.623
C -6.6385 -0.5514 3.1987  -0.265
C -7.2595 0.3400 2.3089  -0.548
C -6.5073 0.9001 1.2982  -0.610
C -5.1858 0.4613 1.1113  -0.468
C -4.5987 -0.4710 1.9341  -0.219
C -5.3619 -1.0307 2.9679  0.355
H -8.2267 0.7978 2.4469  0.409
H -6.9537 1.6203 0.6287  0.411
H -4.6594 0.8530 0.2482  0.488
H -3.6099 -0.8503 1.7361  0.382
H -4.9465 -1.7875 3.6148  0.224
O -1.3670 -2.6746 -6.5021  -0.594
N -0.4040 -1.9602 -6.5508  1.110
O -0.1512 -1.1368 -7.3976  -0.645
C 0.6209 -2.1557 -5.5158  -0.410
C 1.8941 -1.6437 -5.7743  -0.197
C 2.9034 -1.7723 -4.8410  -0.400
C 2.6632 -2.4482 -3.6416  -0.511
C 1.3832 -2.9272 -3.3674  -0.797
C 0.3578 -2.7505 -4.2922  -0.005
H 2.0866 -1.0486 -6.6518  0.485
H 3.8576 -1.2668 -4.9116  0.464
H 3.4768 -2.6094 -2.9463  0.464
H 1.2147 -3.4490 -2.4353  0.432
H -0.6056 -3.1905 -4.0735  0.610
O 6.0843 -0.6757 -2.3826  -0.602
N 6.5586 -1.2732 -1.4305  1.096
O 6.6974 -2.4685 -1.3553  -0.616
C 6.9573 -0.4681 -0.2510  0.102
C 7.3816 -1.1121 0.8979  -0.390
C 7.6423 -0.3504 2.0412  -0.539
C 7.4427 1.0188 1.9988  -0.511
C 7.2028 1.6676 0.7955  -0.645
C 6.8444 0.9225 -0.3225  -0.099
H 7.4528 -2.1894 0.9282  0.456
H 7.8321 -0.8284 2.9914  0.373
H 7.6547 1.6272 2.8698  0.452
H 7.1861 2.7454 0.7208  0.529
H 6.5006 1.3762 -1.2406  0.417
O -2.8844 -4.5055 0.9586  -0.555
N -3.7465 -4.9471 1.7008  0.983
O -4.5460 -5.7988 1.3969  -0.619
C -3.6732 -4.4785 3.1034  0.107
C -4.6575 -4.9629 3.9767  -0.466
C -4.8877 -4.3637 5.2031  -0.436
C -4.0273 -3.3562 5.6168  -0.445
C -3.0648 -2.8821 4.7557  -0.517
C -2.8476 -3.4577 3.5146  -0.204
H -5.2556 -5.8141 3.6800  0.449
H -5.7331 -4.6841 5.7951  0.430
H -4.0838 -2.8253 6.5585  0.357
H -2.4544 -2.0763 5.1436  0.361
H -2.1067 -3.0475 2.8396  0.524
Br 4.2577 3.6962 1.6892  -0.126
C 2.7413 4.3494 0.5643  -0.593
C 1.4546 4.1196 1.2680  -0.033
Br 0.0966 4.8893 0.0404  -0.145
H 2.7861 3.8503 -0.3985  0.251
H 2.8794 5.4234 0.4898  0.587
H 1.4453 4.5726 2.2619  0.229
H 1.1333 3.1088 1.5129  -0.121
Br -1.0630 2.8223 7.1776  -0.200
C -1.7573 3.4269 5.4348  -0.583
C -1.4947 2.3081 4.4363  0.126
Br -2.3787 2.7064 2.7194  -0.162
H -1.3021 4.3887 5.2386  0.376
H -2.8382 3.4911 5.5265  0.449
H -1.8308 1.3409 4.7946  0.294
H -0.4358 2.2264 4.2034  -0.303
Br 4.2328 5.5561 5.4304  -0.179
C 2.4455 4.7243 5.7856  -0.381
C 2.6940 3.2380 6.1503  -0.560
Br 2.1877 2.1846 4.6008  -0.068
H 1.8337 4.8325 4.9009  0.143
H 2.0319 5.2625 6.6333  0.378
H 2.0023 2.8675 6.8980  0.243
H 3.7463 3.0313 6.2839  0.461

Summary:
Relative energy (zero: lowest compared OMol25 entry of this formula, charge and spin): 5.09 kJ/mol
Structure (SMILES): O=[N+]([O-])c1ccccc1.O=[N+]([O-])c1ccccc1.O=[N+]([O-])c1ccccc1.O=[N+]([O-])c1ccccc1.O=[N+]([O-])c1ccccc1.O=[N+]([O-])c1ccccc1.O=[N+]([O-])c1ccccc1.BrCCBr.BrCCBr.BrCCBr
Total charge: 0

=====

[6]
Molecular formula: C2H22N4O9
Method: DFT, the ωB97M-V functional and the def2-TZVPD basis

Last column: Mulliken charge in e.
Geometry (Å):
N -1.1976 -0.4359 1.6536  0.080
C -2.2962 0.2691 1.9434  0.623
N -2.9911 -0.2352 2.9513  -0.435
O -2.7460 1.1791 1.3112  -0.685
H -0.5332 0.0262 1.0495  -0.236
H -0.9108 -1.2463 2.1839  0.251
H -2.6910 -1.1438 3.2744  0.142
H -3.9420 0.0173 3.1796  0.248
N 1.0928 -2.2542 0.4679  -0.192
C 1.5878 -2.6049 1.6230  0.489
N 2.2121 -1.6068 2.1616  -0.300
O 1.6362 -3.7274 2.0051  -0.689
H 0.9905 -1.3109 0.1218  0.306
H 0.6120 -2.9897 -0.0300  0.166
H 2.2485 -0.8408 1.5044  0.217
H 2.8772 -1.8264 2.8893  0.182
O -0.4603 2.6714 -3.1114  -0.640
H -0.8653 2.6384 -2.2447  0.346
H -0.3764 3.6057 -3.3017  0.294
O 0.9722 0.2303 -0.5356  -0.526
H 0.3910 0.9483 -0.2848  0.190
H 1.1292 0.3639 -1.4703  0.170
O -0.8119 2.3698 -0.2618  -0.576
H -0.3701 3.2188 -0.2777  0.289
H -1.3382 2.3881 0.5375  0.212
O -2.2272 -0.4657 -1.3946  -0.610
H -2.9023 -0.9042 -0.8768  0.311
H -2.0750 0.3621 -0.9387  0.305
O 1.4019 1.4508 2.4008  -0.576
H 1.0967 1.9841 3.1347  0.299
H 1.3765 0.5524 2.7300  0.338
O 1.4812 0.6636 -3.5576  -0.673
H 0.6585 1.1530 -3.5623  0.358
H 2.0694 1.1777 -4.1108  0.256
O 1.8852 -2.0392 -3.9818  -0.648
H 1.4106 -2.5098 -3.2966  0.300
H 1.6052 -1.1289 -3.8858  0.412

Summary:
Relative energy (zero: lowest compared OMol25 entry of this formula, charge and spin): 53.03 kJ/mol
Structure (SMILES): NC(N)=O.NC(N)=O.O.O.O.O.O.O.O
Total charge: 0